1.
Formula: C36H50Br4N3O5PPb
Source: the OMol25 dataset
Level of theory: wB97M-V/def2-TZVPD

ΔE to the lowest compared entry with this formula, charge and spin   0.0 kJ/mol
E_tot   -347557.3046 eV
HOMO-LUMO gap   0.184 Ha
Charge   0

XYZ file:
```
100
C36H50Br4N3O5PPb | the OMol25 dataset | wB97M-V/def2-TZVPD
Pb -1.694 -0.381 -1.041
Br -2.273 -8.359 0.345
C -2.710 -6.559 0.082
C -4.146 -6.193 0.006
Br -5.413 -7.568 0.063
C -4.549 -4.914 -0.102
Br -6.331 -4.368 -0.176
C -3.556 -3.821 -0.163
O -3.849 -2.646 -0.185
C -2.064 -4.217 -0.217
O -1.243 -3.349 -0.403
C -1.732 -5.641 -0.025
Br 0.092 -6.026 0.056
O -1.009 1.902 -0.470
C -1.627 2.812 0.439
C -3.076 2.243 0.683
O -3.861 2.981 1.258
O -3.253 1.053 0.289
C -0.904 2.816 1.779
C -1.386 3.626 2.809
C -0.757 3.643 4.041
C 0.369 2.860 4.271
C 0.856 2.057 3.255
C 0.219 2.032 2.017
C -1.638 4.185 -0.213
C -2.678 4.559 -1.057
C -2.624 5.761 -1.746
C -1.531 6.604 -1.600
C -0.492 6.239 -0.758
C -0.548 5.036 -0.069
H -0.042 1.845 -0.436
H -2.271 4.222 2.629
H -1.148 4.272 4.830
H 0.860 2.879 5.235
H 1.733 1.441 3.415
H 0.611 1.372 1.252
H -3.542 3.917 -1.161
H -3.443 6.043 -2.395
H -1.495 7.545 -2.134
H 0.362 6.892 -0.632
H 0.265 4.762 0.595
C 1.153 0.319 -4.375
C 2.008 0.823 -3.203
C 1.386 2.177 -2.826
C 3.430 1.059 -3.723
P 1.860 -0.367 -1.734
N 0.520 -0.247 -0.961
C 2.164 -2.110 -2.406
C 3.283 -2.265 -3.441
C 2.467 -3.039 -1.222
C 0.858 -2.648 -3.012
C 3.302 0.033 -0.554
C 2.993 -0.587 0.820
C 4.696 -0.426 -0.993
C 3.362 1.550 -0.315
H 1.069 1.127 -5.106
H 0.142 0.063 -4.054
H 1.590 -0.537 -4.886
H 1.493 2.849 -3.682
H 1.856 2.661 -1.975
H 0.323 2.078 -2.618
H 3.369 1.658 -4.636
H 3.953 0.136 -3.973
H 4.044 1.618 -3.018
H 4.239 -1.870 -3.099
H 3.040 -1.791 -4.392
H 3.423 -3.331 -3.641
H 3.465 -2.890 -0.815
H 2.414 -4.071 -1.579
H 1.730 -2.921 -0.427
H 0.530 -2.114 -3.897
H 0.061 -2.628 -2.274
H 1.020 -3.692 -3.298
H 3.115 -1.665 0.841
H 1.973 -0.355 1.121
H 3.682 -0.161 1.555
H 4.785 -1.510 -1.028
H 5.424 -0.067 -0.260
H 4.990 -0.026 -1.964
H 2.395 1.954 -0.016
H 3.717 2.106 -1.180
H 4.061 1.743 0.503
C -2.890 -2.605 4.128
C -1.985 -1.526 3.544
C -2.478 -0.140 3.973
C -0.545 -1.742 3.998
N -2.052 -1.726 2.076
N -1.331 -0.745 1.334
H -2.905 -2.543 5.216
H -2.537 -3.596 3.838
H -3.916 -2.484 3.773
H -2.484 -0.067 5.062
H -3.491 0.047 3.611
H -1.833 0.665 3.612
H -0.499 -1.780 5.087
H 0.103 -0.925 3.676
H -0.157 -2.681 3.601
H -3.023 -1.603 1.791
H -0.333 -0.934 1.368
H -1.514 0.193 1.687
```


2.
Formula: C4H10N2O
Source: the OMol25 dataset
Level of theory: wB97M-V/def2-TZVPD

ΔE to the lowest compared entry with this formula, charge and spin   252.8 kJ/mol
E_tot   -9336.3674 eV
HOMO-LUMO gap   0.336 Ha
Charge   0

XYZ file:
```
17
C4H10N2O | the OMol25 dataset | wB97M-V/def2-TZVPD
C -0.192 -0.078 -0.188
C -1.012 0.184 1.084
C -0.935 0.518 -1.393
N 1.158 0.553 -0.172
N 1.865 0.307 1.066
C -0.024 -1.591 -0.364
O -0.261 -2.207 -1.403
H 1.674 0.198 -0.988
H 2.868 0.497 0.955
H 1.571 0.994 1.772
H 0.378 -2.128 0.514
H -1.012 1.247 1.350
H -0.633 -0.383 1.942
H -2.056 -0.122 0.944
H -0.369 0.388 -2.323
H -1.113 1.591 -1.257
H -1.907 0.032 -1.539
```


3.
Formula: C3H5NO
Source: the OMol25 dataset
Level of theory: wB97M-V/def2-TZVPD

ΔE to the lowest compared entry with this formula, charge and spin   302.9 kJ/mol
E_tot   -6726.4328 eV
HOMO-LUMO gap   0.394 Ha
Charge   0

XYZ file:
```
10
C3H5NO | the OMol25 dataset | wB97M-V/def2-TZVPD
C -0.801 -0.311 -0.052
C -1.689 0.642 -0.660
C 0.614 -0.748 0.167
N -2.020 -0.575 0.126
O 1.545 0.336 -0.050
H -2.087 1.673 -0.353
H -1.783 0.655 -1.837
H 0.813 -1.350 -0.716
H 0.771 -1.048 1.271
H 1.365 1.000 0.542
```


Copy entry 1 word for word.
Formula: C36H50Br4N3O5PPb
Source: the OMol25 dataset
Level of theory: wB97M-V/def2-TZVPD

ΔE to the lowest compared entry with this formula, charge and spin   0.0 kJ/mol
E_tot   -347557.3046 eV
HOMO-LUMO gap   0.184 Ha
Charge   0

XYZ file:
```
100
C36H50Br4N3O5PPb | the OMol25 dataset | wB97M-V/def2-TZVPD
Pb -1.694 -0.381 -1.041
Br -2.273 -8.359 0.345
C -2.710 -6.559 0.082
C -4.146 -6.193 0.006
Br -5.413 -7.568 0.063
C -4.549 -4.914 -0.102
Br -6.331 -4.368 -0.176
C -3.556 -3.821 -0.163
O -3.849 -2.646 -0.185
C -2.064 -4.217 -0.217
O -1.243 -3.349 -0.403
C -1.732 -5.641 -0.025
Br 0.092 -6.026 0.056
O -1.009 1.902 -0.470
C -1.627 2.812 0.439
C -3.076 2.243 0.683
O -3.861 2.981 1.258
O -3.253 1.053 0.289
C -0.904 2.816 1.779
C -1.386 3.626 2.809
C -0.757 3.643 4.041
C 0.369 2.860 4.271
C 0.856 2.057 3.255
C 0.219 2.032 2.017
C -1.638 4.185 -0.213
C -2.678 4.559 -1.057
C -2.624 5.761 -1.746
C -1.531 6.604 -1.600
C -0.492 6.239 -0.758
C -0.548 5.036 -0.069
H -0.042 1.845 -0.436
H -2.271 4.222 2.629
H -1.148 4.272 4.830
H 0.860 2.879 5.235
H 1.733 1.441 3.415
H 0.611 1.372 1.252
H -3.542 3.917 -1.161
H -3.443 6.043 -2.395
H -1.495 7.545 -2.134
H 0.362 6.892 -0.632
H 0.265 4.762 0.595
C 1.153 0.319 -4.375
C 2.008 0.823 -3.203
C 1.386 2.177 -2.826
C 3.430 1.059 -3.723
P 1.860 -0.367 -1.734
N 0.520 -0.247 -0.961
C 2.164 -2.110 -2.406
C 3.283 -2.265 -3.441
C 2.467 -3.039 -1.222
C 0.858 -2.648 -3.012
C 3.302 0.033 -0.554
C 2.993 -0.587 0.820
C 4.696 -0.426 -0.993
C 3.362 1.550 -0.315
H 1.069 1.127 -5.106
H 0.142 0.063 -4.054
H 1.590 -0.537 -4.886
H 1.493 2.849 -3.682
H 1.856 2.661 -1.975
H 0.323 2.078 -2.618
H 3.369 1.658 -4.636
H 3.953 0.136 -3.973
H 4.044 1.618 -3.018
H 4.239 -1.870 -3.099
H 3.040 -1.791 -4.392
H 3.423 -3.331 -3.641
H 3.465 -2.890 -0.815
H 2.414 -4.071 -1.579
H 1.730 -2.921 -0.427
H 0.530 -2.114 -3.897
H 0.061 -2.628 -2.274
H 1.020 -3.692 -3.298
H 3.115 -1.665 0.841
H 1.973 -0.355 1.121
H 3.682 -0.161 1.555
H 4.785 -1.510 -1.028
H 5.424 -0.067 -0.260
H 4.990 -0.026 -1.964
H 2.395 1.954 -0.016
H 3.717 2.106 -1.180
H 4.061 1.743 0.503
C -2.890 -2.605 4.128
C -1.985 -1.526 3.544
C -2.478 -0.140 3.973
C -0.545 -1.742 3.998
N -2.052 -1.726 2.076
N -1.331 -0.745 1.334
H -2.905 -2.543 5.216
H -2.537 -3.596 3.838
H -3.916 -2.484 3.773
H -2.484 -0.067 5.062
H -3.491 0.047 3.611
H -1.833 0.665 3.612
H -0.499 -1.780 5.087
H 0.103 -0.925 3.676
H -0.157 -2.681 3.601
H -3.023 -1.603 1.791
H -0.333 -0.934 1.368
H -1.514 0.193 1.687
```


- What is the formula in the third record?
  C3H5NO


- Which of these has the lowest E_tot?
  C36H50Br4N3O5PPb